Molecular formula: C37H73Cl3N4O4
Method: DFT, ωB97M-V with the def2-TZVPD basis set

Atoms and positions in Å:
1 C -1.753 -6.144 1.186
2 C -1.006 -6.121 -0.159
3 C -1.199 -4.720 -0.809
4 C -0.087 -4.319 -1.850
5 C 1.313 -4.470 -1.233
6 C 1.541 -5.919 -0.792
7 N 0.437 -6.432 0.114
8 O 0.700 -7.689 0.671
9 C 1.723 -6.784 -2.059
10 C 2.824 -5.843 -0.009
11 C -1.715 -7.179 -1.001
12 H -1.327 -5.357 1.810
13 H -1.679 -7.058 1.777
14 H -2.826 -6.097 0.997
15 H -2.136 -4.823 -1.357
16 H -1.232 -3.899 -0.094
17 H -0.231 -3.250 -1.997
18 H -0.224 -4.884 -2.770
19 H 1.582 -3.755 -0.455
20 H 1.897 -4.071 -2.065
21 H 1.815 -7.861 -1.913
22 H 0.976 -6.654 -2.842
23 H 2.661 -6.580 -2.580
24 H 3.609 -5.378 -0.606
25 H 2.720 -5.250 0.900
26 H 3.119 -6.863 0.240
27 H -1.540 -8.205 -0.671
28 H -1.280 -7.175 -2.003
29 H -2.802 -7.130 -1.043
30 C 2.959 2.309 0.658
31 C 2.313 2.935 1.886
32 C 3.389 3.848 2.466
33 C 3.014 4.892 3.438
34 C 1.699 5.630 3.010
35 C 0.603 4.728 2.423
36 N 1.123 3.710 1.436
37 O 0.090 3.002 0.839
38 C -0.059 4.058 3.670
39 C -0.451 5.652 1.818
40 C 1.848 1.792 2.848
41 H 3.887 1.833 0.978
42 H 3.270 3.053 -0.075
43 H 2.344 1.538 0.195
44 H 4.158 3.153 2.810
45 H 3.965 4.434 1.745
46 H 3.826 5.613 3.533
47 H 2.879 4.541 4.463
48 H 1.882 6.380 2.237
49 H 1.378 6.104 3.936
50 H -0.521 4.868 4.235
51 H -0.829 3.369 3.319
52 H 0.574 3.485 4.345
53 H -0.072 6.147 0.923
54 H -1.310 5.009 1.627
55 H -0.660 6.446 2.533
56 H 0.790 1.559 2.737
57 H 2.087 2.107 3.864
58 H 2.356 0.853 2.625
59 C 2.114 5.798 -5.719
60 C 2.230 4.285 -5.534
61 C 3.333 4.188 -4.429
62 C 3.525 2.816 -3.798
63 C 2.241 2.274 -3.205
64 C 1.122 2.297 -4.331
65 N 1.032 3.630 -5.004
66 O -0.141 3.867 -5.802
67 C 1.294 1.125 -5.290
68 C -0.202 1.993 -3.577
69 C 2.791 3.688 -6.784
70 H 3.042 6.316 -5.957
71 H 1.742 6.182 -4.768
72 H 1.409 6.036 -6.517
73 H 4.290 4.407 -4.905
74 H 3.170 4.908 -3.625
75 H 4.272 2.848 -3.002
76 H 3.894 2.066 -4.501
77 H 1.953 2.920 -2.374
78 H 2.374 1.248 -2.863
79 H 2.331 0.798 -5.394
80 H 0.828 0.203 -4.941
81 H 0.889 1.296 -6.287
82 H -0.224 0.966 -3.217
83 H -0.368 2.753 -2.816
84 H -0.936 1.927 -4.383
85 H 3.044 2.636 -6.647
86 H 3.582 4.203 -7.326
87 H 1.953 3.633 -7.484
88 C -3.807 -3.760 3.796
89 C -3.835 -2.417 3.045
90 C -5.324 -1.984 3.153
91 C -5.602 -0.532 2.925
92 C -4.778 0.238 3.913
93 C -3.283 0.032 3.598
94 N -2.929 -1.409 3.682
95 O -1.632 -1.761 3.823
96 C -2.957 0.732 2.275
97 C -2.453 0.805 4.629
98 C -3.393 -2.618 1.569
99 H -4.208 -3.672 4.806
100 H -2.804 -4.177 3.909
101 H -4.341 -4.570 3.298
102 H -5.858 -2.515 2.361
103 H -5.720 -2.408 4.076
104 H -6.680 -0.384 2.997
105 H -5.350 -0.301 1.889
106 H -5.009 -0.154 4.907
107 H -5.084 1.284 3.944
108 H -1.879 0.744 2.109
109 H -3.421 0.351 1.366
110 H -3.273 1.776 2.281
111 H -2.839 0.706 5.644
112 H -1.378 0.648 4.548
113 H -2.517 1.873 4.409
114 H -4.080 -3.262 1.019
115 H -2.442 -3.150 1.593
116 H -3.324 -1.678 1.025
117 C 0.270 -0.476 -0.381
118 Cl 1.254 -0.865 -1.818
119 Cl 0.772 -1.474 1.029
120 Cl -1.424 -0.656 -0.693
121 H 0.326 0.587 -0.152

For the total energy, the calculation gives -3353.80402 hartree. The expectation value of S² is 6.02. Its net charge is 0. For the orbital gap (alpha / beta), the calculation gives 8.795 / 8.967 eV. As for the multiplicity: 5. The calculation puts the energy relative to the best compared isomer or geometry (same formula, charge and spin) at 9.2 kcal per mole.

These are the Mulliken partial charges, in e, on atoms 1 to 5: number 1, C, carries -1.842; number 2, C, carries 1.671; number 3, C, carries 0.165; number 4, C, carries -0.904; number 5, C, carries -1.134

***

Molecular formula: C9H13BFN2O5
Method: DFT, ωB97M-V with the def2-TZVPD basis set

Atoms and positions in Å:
1 C 2.672 0.662 0.535
2 O 2.706 2.062 0.110
3 B 1.660 2.214 -0.802
4 O 1.821 2.481 -2.185
5 C 0.145 2.025 -0.229
6 C -0.393 2.679 0.977
7 C -1.774 2.354 1.369
8 N -2.549 1.477 0.630
9 C -2.105 0.833 -0.494
10 C -2.976 -0.157 -1.331
11 O -4.169 -0.027 -1.310
12 N -2.421 -1.202 -2.174
13 C -2.519 -2.492 -1.544
14 O -2.817 -2.640 -0.407
15 F -2.205 -3.559 -2.338
16 C -0.744 1.098 -0.957
17 H 3.721 0.275 0.400
18 H 2.019 0.010 -0.114
19 H 2.316 0.578 1.592
20 H 1.925 1.589 -2.583
21 H 0.255 3.371 1.560
22 H -2.192 2.834 2.283
23 H -3.492 1.302 0.987
24 H -1.431 -1.051 -2.388
25 H -0.373 0.594 -1.875
26 C 2.311 -2.826 2.047
27 O 1.750 -2.467 0.786
28 H 2.608 -1.917 2.568
29 H 1.568 -3.358 2.646
30 H 3.188 -3.458 1.897
31 H 1.495 -3.285 0.345

For the total energy, the calculation gives -960.94970 hartree. Its net charge is +1. For the orbital gap, the calculation gives 7.797 eV.

These are the natural (NBO) partial charges, in e, on atoms 1 to 5: number 1, C, carries -0.276; number 2, O, carries -0.724; number 3, B, carries 1.208; number 4, O, carries -0.898; number 5, C, carries -0.228

***

Molecular formula: C29H42HfN2OSSi3
Method: DFT, ωB97M-V with the def2-TZVPD basis set

Atoms and positions in Å:
1 Hf 0.118 -0.649 -0.142
2 C -2.013 0.930 -2.354
3 O -1.641 -0.048 -1.347
4 Si -2.785 -1.249 -0.691
5 C -4.125 -0.274 0.109
6 C -3.534 -2.248 -2.033
7 C -1.499 -2.035 0.343
8 Si -1.553 -1.813 2.205
9 C -2.569 -3.039 3.123
10 C -2.127 -0.094 2.675
11 C 0.267 -1.784 2.726
12 Si -0.786 -3.649 -0.348
13 C -0.414 -3.411 -2.186
14 C 0.913 -3.910 0.405
15 C -1.828 -5.136 -0.043
16 H -3.087 0.875 -2.519
17 H -1.492 0.707 -3.282
18 H -1.752 1.925 -2.000
19 H -4.901 -0.059 -0.630
20 H -3.784 0.670 0.535
21 H -4.598 -0.853 0.907
22 H -4.159 -1.616 -2.670
23 H -4.206 -2.969 -1.553
24 H -2.843 -2.799 -2.663
25 H -3.605 -2.986 2.780
26 H -2.556 -2.823 4.195
27 H -2.221 -4.063 2.981
28 H -3.203 0.034 2.565
29 H -1.646 0.719 2.121
30 H -1.893 0.062 3.733
31 H 0.716 -2.772 2.792
32 H 0.364 -1.284 3.693
33 H 0.974 -1.217 2.081
34 H 0.662 -3.461 -2.368
35 H -0.776 -2.483 -2.634
36 H -0.873 -4.221 -2.762
37 H 1.574 -3.032 0.464
38 H 1.442 -4.609 -0.250
39 H 0.877 -4.345 1.405
40 H -2.788 -5.068 -0.562
41 H -2.029 -5.266 1.022
42 H -1.314 -6.031 -0.402
43 N 5.194 -1.496 -5.646
44 C 4.476 -1.351 -4.761
45 C 3.573 -1.168 -3.648
46 C 2.286 -0.694 -3.878
47 C 1.439 -0.522 -2.792
48 C 1.824 -0.858 -1.487
49 C 3.128 -1.335 -1.291
50 C 4.000 -1.474 -2.354
51 H 1.965 -0.466 -4.885
52 H 0.435 -0.159 -3.005
53 H 3.478 -1.610 -0.303
54 H 5.007 -1.840 -2.198
55 N 0.659 1.196 0.806
56 S 1.177 2.551 0.038
57 C 2.625 3.085 0.864
58 C 2.588 3.451 2.209
59 C 3.771 3.827 2.815
60 C 4.956 3.847 2.079
61 C 4.972 3.487 0.740
62 C 3.794 3.094 0.116
63 C -0.028 3.810 0.405
64 C -1.353 3.445 0.607
65 C -2.295 4.443 0.811
66 C -1.911 5.777 0.800
67 C -0.585 6.123 0.578
68 C 0.373 5.140 0.377
69 H 0.668 1.303 1.819
70 H 1.657 3.469 2.765
71 H 3.774 4.119 3.857
72 H 5.876 4.154 2.559
73 H 5.896 3.510 0.177
74 H 3.789 2.805 -0.928
75 H -1.652 2.405 0.617
76 H -3.330 4.177 0.982
77 H -2.648 6.552 0.967
78 H -0.288 7.164 0.564
79 H 1.406 5.413 0.205

For the total energy, the calculation gives -2629.26877 hartree. Its net charge is +2. For the orbital gap, the calculation gives 8.357 eV. The calculation puts the energy relative to the best compared isomer or geometry (same formula, charge and spin) at 0.0 kcal per mole.

These are the Mulliken partial charges, in e, on atoms 1 to 5: number 1, Hf, carries -1.893; number 2, C, carries -1.302; number 3, O, carries 0.783; number 4, Si, carries 0.020; number 5, C, carries -1.208

***

Q: The highest total energy belongs to which entry?
A: C9H13BFN2O5

***

Q: Which formula does entry 2 have?
A: C9H13BFN2O5

***

Q: What is the formula in the third record?
A: C29H42HfN2OSSi3

***

Q: Among the records above, which one has the lowest total energy?
A: C37H73Cl3N4O4